[1]
Formula: C26H25N4OS3SiW
Source: the Open Molecules 2025 dataset
Level of theory: ωB97M-V/def2-TZVPD

```
61
Properties=species:S:1:pos:R:3:forces:R:3:nbo_charge:R:1
W -1.970 0.776 0.676 -0.06 0.14 -0.09 1.450
S -4.112 0.237 -0.224 -0.06 -0.07 0.08 0.147
C -4.310 0.861 1.358 0.02 0.07 -0.05 -0.305
S -3.416 2.273 1.817 -0.03 -0.09 -0.01 0.138
C -4.949 0.056 2.411 0.05 0.05 0.13 -0.414
C -4.319 -1.113 2.540 -0.12 -0.22 -0.29 0.573
N -3.569 -2.037 2.439 0.01 0.13 0.17 -0.337
C -5.756 0.641 3.426 0.05 0.00 0.07 0.246
N -6.394 1.141 4.240 -0.03 0.01 -0.02 -0.221
C 1.703 3.243 0.885 0.05 0.00 0.00 -0.602
C 1.677 3.007 -0.629 -0.10 0.02 -0.01 -0.535
C 3.108 3.050 -1.182 -0.02 -0.01 0.03 -0.615
C 0.836 4.110 -1.295 0.05 0.00 0.05 -0.612
Si 0.899 1.367 -1.102 0.06 -0.08 -0.16 2.008
O -0.702 1.432 -0.469 0.34 0.03 0.08 -1.042
C 1.663 -0.176 -0.359 -0.08 0.13 0.01 -0.484
C 1.972 -0.259 1.003 0.00 0.04 0.08 -0.230
C 2.438 -1.439 1.566 0.00 0.02 0.01 -0.210
C 2.610 -2.564 0.769 -0.01 -0.01 -0.02 -0.203
C 2.315 -2.502 -0.586 -0.01 -0.02 0.00 -0.221
C 1.843 -1.319 -1.141 0.03 -0.02 -0.03 -0.208
C 0.704 1.175 -2.939 -0.15 0.04 0.04 -0.502
C -0.546 1.355 -3.539 0.04 -0.01 0.00 -0.204
C -0.698 1.258 -4.914 -0.01 0.01 -0.02 -0.209
C 0.401 0.983 -5.715 -0.02 0.01 -0.01 -0.187
C 1.652 0.806 -5.140 0.02 0.00 0.03 -0.195
C 1.800 0.902 -3.764 -0.01 -0.01 0.01 -0.225
H 2.026 4.267 1.086 0.00 0.01 0.01 0.225
H 2.408 2.581 1.393 -0.03 0.05 -0.02 0.209
H 0.715 3.123 1.341 0.00 0.00 0.02 0.195
H 3.573 4.006 -0.927 -0.01 0.01 0.01 0.224
H 3.122 2.961 -2.268 0.01 0.01 -0.04 0.220
H 3.734 2.258 -0.762 0.01 -0.01 0.00 0.214
H 1.275 5.086 -1.074 0.00 0.01 0.00 0.221
H -0.192 4.120 -0.922 0.00 0.00 0.00 0.208
H 0.803 3.999 -2.380 0.00 -0.01 -0.02 0.223
H 1.860 0.612 1.642 -0.02 -0.09 -0.04 0.215
H 2.687 -1.476 2.619 0.00 0.00 0.01 0.224
H 2.996 -3.480 1.199 0.01 0.00 0.00 0.222
H 2.466 -3.370 -1.216 0.00 0.00 0.01 0.227
H 1.617 -1.287 -2.200 -0.01 -0.01 0.00 0.229
H -1.411 1.584 -2.928 0.00 0.00 -0.01 0.206
H -1.671 1.403 -5.364 0.00 0.00 0.00 0.223
H 0.285 0.912 -6.788 0.00 0.00 0.00 0.226
H 2.510 0.595 -5.764 0.01 0.00 0.01 0.225
H 2.783 0.760 -3.331 0.04 -0.01 0.00 0.216
N -0.408 -5.107 3.597 0.03 0.04 -0.06 -0.749
C -1.402 -4.210 3.663 -0.17 -0.02 0.12 0.048
S -2.609 -4.264 4.774 0.07 0.03 -0.06 -0.044
C -1.410 -3.163 2.608 0.05 0.00 0.01 0.026
C -0.892 -3.363 1.384 0.02 0.02 -0.05 -0.250
C -0.972 -2.313 0.386 -0.04 -0.14 0.01 0.170
N -1.160 -1.103 0.764 0.03 0.01 0.07 -0.483
C -1.444 -0.751 2.127 -0.06 -0.04 -0.03 -0.357
C -2.149 -1.869 2.878 0.00 -0.01 0.03 -0.120
H -0.383 -5.848 4.279 0.01 0.00 0.01 0.425
H 0.405 -4.952 3.025 0.01 -0.02 0.00 0.397
H -0.473 -4.315 1.090 0.01 0.00 -0.03 0.243
H -0.878 -2.527 -0.672 0.01 0.00 0.00 0.232
H -0.534 -0.465 2.664 0.01 0.02 0.00 0.237
H -2.158 -1.668 3.947 0.00 0.00 -0.01 0.273
```
Forces are in eV/Å.

Computed properties:
Net charge: +1
LUMO energy (spin up / spin down): -0.1680 / -0.2102 hartree
⟨S²⟩: 2.05
Energy relative to the best compared isomer or geometry (same formula, charge and spin): 59.07 kcal per mole
Spin multiplicity: 3

***

[2]
Formula: C9H19N5O3
Source: the Open Molecules 2025 dataset
Level of theory: ωB97M-V/def2-TZVPD

```
36
Properties=species:S:1:pos:R:3:forces:R:3:nbo_charge:R:1
H -1.406 -0.406 -4.693 1.41 2.16 0.32 0.351
N -0.782 0.457 -4.866 -0.21 -1.06 -0.37 -0.791
C -0.632 1.355 -3.967 -1.00 0.06 0.21 0.585
N 0.151 2.526 -4.145 -1.64 1.46 -0.37 -0.833
N -1.288 1.351 -2.771 -0.82 -0.94 2.05 -0.638
C -1.391 2.181 -1.569 -0.26 1.03 0.05 -0.216
C -0.362 2.079 -0.459 3.82 0.43 -0.47 -0.425
C -0.391 0.841 0.566 1.53 0.71 -0.04 -0.426
C 0.129 -0.585 0.153 4.22 2.28 2.35 -0.127
N -0.296 -1.741 0.820 -1.44 -4.32 0.32 -0.657
C -0.296 -2.198 2.186 0.47 -0.67 -2.21 0.686
O -0.372 -3.413 2.352 -0.24 1.29 -0.12 -0.606
C -0.157 -1.292 3.393 -0.21 -0.74 -0.52 -0.140
C -1.594 -0.695 3.794 2.16 0.08 0.43 -0.613
N 0.857 -0.258 3.174 0.31 -0.16 -0.62 -0.846
C 1.731 -0.424 0.274 -2.78 0.27 -0.85 0.773
O 2.168 0.601 -0.135 1.52 1.16 -0.27 -0.610
O 2.522 -1.388 0.746 -1.44 -0.90 0.42 -0.679
H 0.466 2.516 -5.101 0.38 -0.17 -0.31 0.386
H -0.491 3.402 -4.114 1.36 -2.01 0.32 0.370
H -1.870 0.563 -2.568 0.06 -0.59 -0.90 0.379
H -1.387 3.228 -1.871 -0.19 0.16 0.00 0.195
H -2.379 1.952 -1.159 -0.13 0.18 -0.16 0.186
H 0.649 2.235 -1.114 -1.90 -0.97 1.97 0.245
H -0.283 3.036 0.181 -0.79 -1.44 -0.94 0.227
H 0.101 1.113 1.560 -0.86 -0.25 -1.56 0.264
H -1.398 0.623 0.723 -2.14 0.06 0.67 0.194
H 0.063 -0.611 -0.876 -0.79 -0.82 -2.29 0.234
H -0.282 -2.672 0.220 -0.12 2.76 1.64 0.419
H 0.301 -2.084 4.065 -1.40 1.08 0.18 0.218
H -2.325 -1.501 3.897 0.23 0.16 0.26 0.229
H -2.013 0.094 3.111 0.87 -0.80 0.50 0.224
H -1.273 -0.249 4.764 -1.23 -0.04 -0.39 0.214
H 1.236 0.069 4.037 -0.34 0.50 0.99 0.366
H 1.695 -0.700 2.799 -0.26 -0.16 -0.33 0.366
H 3.341 -0.925 0.723 1.85 0.23 0.03 0.494
```
Forces are in eV/Å.

Computed properties:
Structure (SMILES): [H]/N=C(/N)NCCC[C@H](NC(=O)[C@H](C)N)C(=O)O
LUMO energy: 0.0209 hartree
Energy relative to the best compared isomer or geometry (same formula, charge and spin): 81.02 kcal per mole

***

[3]
Formula: C16H17MnN4O3PSSe2
Source: the Open Molecules 2025 dataset
Level of theory: ωB97M-V/def2-TZVPD

```
45
Properties=species:S:1:pos:R:3:forces:R:3:nbo_charge:R:1
Mn 1.143 1.760 0.353 -0.54 0.04 -0.19 1.390
Se -1.523 1.148 -0.541 0.12 0.16 -0.09 -0.554
P -1.140 -0.435 0.840 0.07 -0.17 0.18 1.028
Se 0.906 -0.446 1.586 0.14 -0.12 0.09 -0.570
C -2.286 -0.376 2.245 -0.18 0.07 0.07 -0.432
C -1.890 0.061 3.501 0.01 0.00 -0.01 -0.183
C -2.815 0.132 4.537 0.08 0.01 -0.04 -0.208
C -4.133 -0.231 4.319 -0.05 -0.01 -0.03 -0.192
C -4.536 -0.666 3.060 0.04 0.03 0.04 -0.228
C -3.617 -0.735 2.029 0.02 -0.02 -0.05 -0.127
C -1.482 -2.070 0.141 -0.05 -0.18 -0.07 -0.429
C -1.359 -3.180 0.978 0.02 -0.02 0.04 -0.124
C -1.632 -4.448 0.499 -0.01 0.05 -0.08 -0.228
C -2.031 -4.617 -0.824 0.00 -0.03 0.05 -0.194
C -2.147 -3.518 -1.659 0.02 0.06 0.01 -0.213
C -1.872 -2.242 -1.178 0.00 0.00 -0.02 -0.189
H -0.857 0.337 3.669 0.00 0.01 0.01 0.238
H -2.495 0.473 5.512 -0.02 0.00 0.01 0.218
H -4.851 -0.175 5.127 0.00 0.00 0.00 0.215
H -5.564 -0.951 2.883 -0.01 0.00 0.01 0.216
H -3.937 -1.074 1.050 0.02 0.01 -0.01 0.215
H -1.049 -3.051 2.009 0.00 0.02 0.00 0.219
H -1.534 -5.303 1.154 -0.01 -0.02 -0.01 0.217
H -2.254 -5.608 -1.198 0.01 0.00 -0.01 0.215
H -2.455 -3.648 -2.689 -0.01 -0.01 0.00 0.215
H -1.963 -1.375 -1.820 -0.01 -0.01 0.00 0.238
C 5.889 1.098 -2.494 0.06 0.09 -0.03 -0.597
C 4.605 0.280 -2.606 -0.16 -0.13 -0.07 -0.448
C 3.378 1.135 -2.581 0.16 -0.14 0.24 0.085
N 2.730 1.429 -1.512 -0.05 0.12 -0.31 -0.302
N 1.655 2.263 -1.738 0.31 -0.21 0.21 -0.454
C 1.508 2.581 -2.988 -0.37 0.18 0.13 0.254
N 0.526 3.405 -3.421 0.10 0.01 -0.01 -0.781
S 2.709 1.881 -3.999 0.14 0.00 -0.29 0.379
H 6.759 0.443 -2.509 0.00 -0.02 0.03 0.221
H 5.900 1.671 -1.567 0.00 -0.02 0.01 0.224
H 5.987 1.799 -3.324 -0.02 0.00 0.00 0.207
H 4.513 -0.421 -1.776 0.04 0.05 0.04 0.245
H 4.608 -0.316 -3.521 0.02 0.03 0.00 0.221
H -0.203 3.618 -2.758 -0.01 -0.01 0.01 0.423
H 0.281 3.425 -4.394 -0.01 -0.02 -0.01 0.406
O 1.890 5.091 1.913 0.00 0.06 -0.06 -0.365
N 1.639 4.030 1.416 0.05 -0.16 0.14 0.709
O 0.472 3.706 1.022 0.10 0.12 0.04 -0.578
O 2.529 3.121 1.256 -0.02 0.20 0.00 -0.603
```
Forces are in eV/Å.

Computed properties:
LUMO energy (spin up / spin down): 0.0003 / -0.0002 hartree
⟨S²⟩: 8.75
Energy relative to the best compared isomer or geometry (same formula, charge and spin): 9.07 kcal per mole
Spin multiplicity: 6

***

[4]
Formula: C28H25F6N7O6S4SbSr
Source: the Open Molecules 2025 dataset
Level of theory: ωB97M-V/def2-TZVPD

```
78
Properties=species:S:1:pos:R:3:forces:R:3:mulliken_charge:R:1
Sr 14.548 10.880 9.011 -0.20 0.36 0.30 1.598
C 17.757 9.302 9.910 0.52 -0.63 -0.16 -1.582
C 16.581 8.884 10.739 0.95 0.07 -0.89 0.677
C 16.337 7.537 10.993 -0.18 -2.49 -0.46 -0.371
C 15.180 7.133 11.682 1.12 1.13 -0.65 -0.524
C 14.472 8.198 12.222 -1.36 -1.82 0.46 -0.701
C 14.742 9.479 11.907 0.06 1.98 0.29 0.230
N 15.805 9.863 11.157 -1.54 -0.35 0.50 -0.180
Sb 13.370 10.898 12.895 0.55 0.73 -0.87 0.580
C 11.837 11.238 11.352 1.03 -0.51 0.86 -0.409
C 10.679 11.848 11.706 -1.87 0.56 -0.07 -0.895
C 9.586 11.939 10.815 -0.26 -1.24 -0.27 -0.443
C 9.762 11.384 9.542 1.15 0.59 0.14 -0.096
C 11.082 11.048 9.204 0.11 -0.69 -0.64 0.310
C 11.405 10.876 7.712 -0.20 0.34 1.23 -1.126
N 12.070 10.863 10.116 -0.08 0.20 -1.93 1.160
C 14.579 12.529 12.040 0.30 -2.12 1.99 -0.242
C 15.956 12.560 12.220 0.13 1.09 0.67 -0.195
C 16.636 13.568 11.492 0.42 -1.56 0.57 -0.607
C 15.959 14.363 10.610 -1.44 -0.13 0.46 -0.348
C 14.549 14.312 10.663 -0.32 0.23 -0.21 0.571
C 13.766 15.378 9.926 -0.87 -1.08 0.55 -0.846
N 13.865 13.370 11.364 0.34 2.40 -1.97 -0.088
H 18.152 8.443 9.339 -0.49 0.71 -0.38 0.384
H 18.553 9.502 10.578 1.05 0.21 1.21 0.487
H 17.692 10.264 9.380 -0.55 -0.74 -0.27 0.226
H 17.003 6.743 10.540 -0.80 1.20 0.49 0.311
H 14.788 6.118 11.738 0.52 0.14 0.13 0.416
H 13.598 8.006 12.840 0.04 -0.13 -0.10 0.379
H 10.576 12.244 12.685 -0.17 0.21 0.80 0.444
H 8.575 12.265 11.114 0.86 0.15 -0.08 0.441
H 9.056 11.292 8.709 -0.20 0.46 0.82 -0.073
H 12.089 11.673 7.423 0.21 0.10 -0.11 0.261
H 10.489 11.041 7.155 0.02 -0.17 -0.23 0.314
H 11.850 9.917 7.482 0.04 -0.24 -0.09 0.103
H 16.397 11.947 13.049 -0.12 0.53 -1.32 0.377
H 17.711 13.632 11.555 0.22 0.04 0.07 0.412
H 16.451 15.021 9.913 0.05 0.20 0.04 0.369
H 12.658 15.198 10.059 1.25 0.20 -0.31 0.199
H 14.066 15.316 8.875 -0.32 0.30 0.39 -0.155
H 14.031 16.329 10.378 -0.06 0.30 -0.25 0.448
F 8.652 9.615 6.463 -0.84 0.14 -0.93 -0.226
C 7.292 9.816 6.347 1.26 -0.15 0.05 0.684
F 6.789 9.172 5.299 0.36 -1.23 0.23 -0.227
F 6.846 9.350 7.507 -1.00 -0.32 -0.24 -0.220
S 6.870 11.536 6.004 -5.21 -1.31 1.53 0.968
O 7.741 11.896 4.980 1.82 1.19 -1.96 -0.660
O 5.407 11.530 5.770 2.44 0.05 -0.04 -0.657
N 7.209 11.976 7.436 0.14 2.21 2.71 -0.341
S 6.430 12.997 8.406 0.41 0.57 -0.24 0.913
O 7.328 13.433 9.453 -0.13 -0.68 -0.30 -0.629
O 5.705 14.053 7.736 0.00 -1.06 0.18 -0.639
C 5.114 12.039 9.458 0.29 1.79 -0.78 0.665
F 4.743 12.937 10.402 -0.82 0.34 -0.86 -0.250
F 5.534 11.049 10.173 1.24 -1.99 0.24 -0.232
F 4.107 11.621 8.692 -0.07 0.43 0.39 -0.213
S 15.901 9.453 6.957 -0.25 -0.61 0.32 -0.286
C 14.782 8.302 7.615 1.56 0.55 -1.84 0.111
N 13.760 8.572 8.347 -1.52 -0.15 1.00 0.537
C 12.955 7.454 8.540 -1.37 0.65 1.36 -1.074
C 11.712 7.433 9.278 1.97 0.84 -1.13 -0.286
C 11.067 6.232 9.341 -1.11 1.03 1.23 -0.725
C 11.626 5.047 8.932 0.28 -0.31 -0.62 -0.650
C 12.853 5.042 8.296 -0.12 0.48 -0.18 -0.463
C 13.452 6.284 7.987 -0.32 -1.11 0.48 0.935
S 14.866 6.668 7.071 0.44 -1.03 0.01 -0.370
H 11.328 8.358 9.730 0.14 -0.54 -0.33 0.351
H 10.106 6.246 9.845 -0.06 -0.28 -0.09 0.392
H 11.015 4.172 9.058 0.29 -0.52 0.10 0.385
H 13.320 4.099 8.085 0.20 -0.17 -0.48 0.443
N 16.082 15.273 5.722 1.77 0.73 1.61 -0.836
N 15.545 14.710 6.867 -1.49 -0.62 1.63 0.125
C 15.414 13.301 7.146 1.77 2.41 -0.17 0.036
O 14.841 13.016 8.208 -2.62 0.74 2.26 -0.403
O 16.053 12.503 6.537 1.90 -1.81 -3.07 -0.673
H 15.687 14.859 4.945 -0.68 -1.13 -2.19 0.247
H 17.100 15.100 5.741 -0.92 0.07 -0.23 0.271
H 14.731 15.194 7.230 0.40 0.27 -0.37 0.182
```
Forces are in eV/Å.

Computed properties:
Net charge: -1
LUMO energy: 0.0551 hartree
Energy relative to the best compared isomer or geometry (same formula, charge and spin): 13.81 kcal per mole

***

[5]
Formula: C26H18BrIrN5O4S
Source: the Open Molecules 2025 dataset
Level of theory: ωB97M-V/def2-TZVPD

```
56
Properties=species:S:1:pos:R:3:forces:R:3:nbo_charge:R:1
Ir -1.595 0.987 0.423 -0.50 0.74 0.20 0.955
C -2.290 1.388 3.714 0.27 -0.03 -0.09 -0.244
O -1.233 0.870 2.874 -0.25 -0.17 0.26 -0.537
C 0.063 0.907 3.320 -0.34 0.11 0.00 0.248
C 0.435 0.897 4.646 0.04 0.05 0.13 -0.267
C 1.786 0.894 4.970 -0.07 -0.01 0.10 -0.087
Br 2.290 0.885 6.783 0.02 0.00 0.09 0.104
C 2.753 0.890 3.995 0.22 -0.02 -0.09 -0.207
C 2.373 0.900 2.654 0.41 0.02 -0.15 -0.148
C 1.026 0.919 2.317 -0.01 0.04 -0.46 0.349
O 0.627 0.953 1.011 -0.36 -0.08 0.36 -0.770
C 3.345 0.900 1.555 0.11 -0.02 0.10 0.416
N 2.967 0.883 0.299 0.28 0.05 -0.46 -0.528
C 4.134 0.885 -0.468 -0.39 -0.01 -0.02 0.088
C 4.313 0.871 -1.851 -0.08 0.00 -0.10 -0.204
C 5.609 0.875 -2.328 0.00 0.00 0.01 -0.207
C 6.711 0.891 -1.454 -0.02 0.00 -0.02 -0.196
C 6.545 0.905 -0.083 0.05 0.00 0.09 -0.235
C 5.233 0.901 0.383 0.00 0.00 0.44 0.163
N 4.695 0.909 1.671 0.21 0.01 -0.10 -0.527
H -2.145 1.110 4.752 0.00 -0.08 0.04 0.190
H -3.213 0.954 3.352 -0.07 -0.04 -0.11 0.206
H -2.335 2.467 3.611 0.04 0.13 0.01 0.211
H -0.294 0.899 5.441 0.00 -0.02 -0.02 0.242
H 3.798 0.879 4.282 -0.08 0.00 -0.03 0.226
H 1.487 0.939 0.421 0.13 -0.04 -0.07 0.522
H 3.461 0.857 -2.524 0.11 0.00 0.09 0.222
H 5.786 0.864 -3.397 -0.02 0.00 0.11 0.226
H 7.713 0.894 -1.867 -0.08 0.00 0.03 0.229
H 7.395 0.917 0.593 -0.12 0.00 -0.10 0.228
H 5.218 0.929 2.529 0.00 0.00 0.01 0.429
O -4.879 -4.689 -2.694 0.34 0.21 -0.41 -0.367
N -4.768 -3.735 -3.446 -0.83 0.16 0.53 0.528
O -5.329 -3.624 -4.516 0.53 0.01 0.20 -0.336
C -3.965 -2.574 -2.955 -0.17 -0.56 0.16 0.043
C -3.425 -1.795 -3.895 0.28 0.30 -0.27 -0.123
C -2.567 -0.705 -3.532 -0.15 -0.13 -0.42 -0.115
C -1.958 0.127 -4.486 -0.14 -0.14 -0.28 -0.092
C -1.143 1.139 -4.067 0.20 0.23 -0.03 -0.240
C -0.931 1.306 -2.695 0.16 0.15 -0.07 0.101
N -1.493 0.532 -1.790 0.06 -0.04 0.05 -0.497
C -2.314 -0.456 -2.193 -0.07 -0.12 0.40 0.252
C -2.962 -1.263 -1.181 0.17 0.17 -0.01 0.137
N -2.750 -0.915 0.109 0.07 0.06 -0.09 -0.492
C -3.324 -1.606 1.071 -0.01 0.00 0.17 0.098
C -4.165 -2.686 0.806 0.00 0.03 0.23 -0.240
C -4.398 -3.050 -0.490 -0.07 -0.12 -0.23 -0.110
C -3.780 -2.336 -1.540 -0.24 -0.29 -0.03 -0.017
H -3.623 -2.006 -4.934 0.00 0.00 -0.10 0.262
H -2.148 -0.039 -5.542 0.02 0.01 0.10 0.239
H -0.660 1.808 -4.770 -0.06 -0.08 0.09 0.247
H -0.288 2.094 -2.320 -0.05 -0.02 -0.03 0.222
H -3.114 -1.285 2.088 -0.03 -0.04 -0.11 0.215
H -4.631 -3.220 1.624 0.04 0.03 -0.05 0.247
H -5.047 -3.883 -0.710 0.03 0.05 0.00 0.263
S -2.994 2.641 0.436 0.42 -0.50 -0.04 -0.320
```
Forces are in eV/Å.

Computed properties:
Net charge: +1
LUMO energy (spin up / spin down): -0.1366 / -0.1462 hartree
⟨S²⟩: 6.02
Spin multiplicity: 5

***

no.,E_tot (eV)
1,-77577.9255
2,-23232.4358
3,-211107.9078
4,-119179.6309
5,-126602.4299